Record 1
Here is a molecular structure, C17H23O2Sn in a non-equilibrium geometry from OMol25. Energies are from ωB97M-V/def2-TZVPD.

Cartesian coordinates (Å):
Sn 0.116 0.151 0.087
C 2.076 0.112 1.558
C 2.220 -0.719 0.405
C 2.346 0.137 -0.746
H 2.248 -1.811 0.420
C 2.355 1.486 -0.281
C 2.207 1.470 1.132
H 2.225 2.339 1.794
H 2.036 -0.258 2.588
H 2.546 -0.193 -1.770
H 2.515 2.361 -0.917
C -2.111 0.038 1.019
C -1.989 1.410 1.424
C -1.802 2.197 0.267
H -2.082 1.765 2.451
C -1.826 1.338 -0.884
C -2.084 -0.006 -0.420
H -2.297 -0.882 -1.034
H -2.414 -0.793 1.647
H -1.711 3.285 0.237
H -1.845 1.647 -1.928
O 0.257 -1.715 -0.864
C -0.329 -0.476 -4.412
C 0.317 -1.749 -3.770
C 0.483 0.721 -4.077
C -1.794 -0.502 -4.179
C 0.509 -2.261 -2.227
H 1.367 -1.808 -4.162
H -0.236 -2.615 -4.225
H -0.067 -3.165 -2.116
H 1.535 -2.536 -2.107
H 0.581 1.375 -4.935
H 1.484 0.412 -3.759
H 0.045 1.312 -3.260
H -2.341 -0.553 -5.118
H -2.157 0.343 -3.591
H -2.060 -1.419 -3.632
C -0.228 -2.042 2.709
C -0.346 -2.268 1.276
O -0.481 -3.323 0.715
H 0.719 -2.508 3.032
H -1.083 -2.579 3.152
H -0.262 -0.985 2.996

Output
LUMO energy (alpha / beta): 0.063 / 0.068 Eh
energy: -27918.2058 eV
maximum force: 3.9 eV/A
frontier orbital gap (alpha / beta): 3.405 / 2.274 eV
net charge: -1

Mulliken atomic charge list, values in e, 5 entries:
1 Sn 1.07
2 C -0.52
3 C -0.97
4 C -0.54
5 H 0.66

***

Record 2
Here is C5H9F in the gas phase in a non-equilibrium geometry from OMol25. Energies are from ωB97M-V/def2-TZVPD.

Cartesian coordinates (Å):
C 1.782 -0.560 -0.329
C 0.675 0.512 -0.265
C 0.233 0.989 1.020
C -0.615 -0.112 0.321
C -1.859 -0.152 -0.474
F -0.441 -1.317 0.978
H 1.739 -1.168 -1.275
H 2.781 -0.217 -0.150
H 1.542 -1.317 0.387
H 0.274 0.914 -1.232
H -0.209 1.951 1.196
H 0.631 0.587 1.951
H -2.794 0.058 0.119
H -1.794 -1.001 -1.171
H -1.943 0.831 -1.075

Output
LUMO energy: 0.039 Eh
energy: -8046.5812 eV
maximum force: 4.0 eV/A
frontier orbital gap: 10.168 eV
SMILES string: C[C@@H]1C[C@]1(C)F
net charge: 0

Mulliken atomic charge list, values in e, 5 entries:
1 C -1.23
2 C 0.02
3 C -0.73
4 C 0.75
5 C -1.19

***

Record 3
Here is 2 unconnected molecules or ions with the total composition CF2O2 in a non-equilibrium geometry from OMol25. Energies are from ωB97M-V/def2-TZVPD.

Cartesian coordinates (Å):
C -0.785 -0.253 0.204
O -1.537 -0.921 0.756
O 1.707 -0.002 0.705
F -0.896 0.704 -0.644
F 1.936 0.530 -0.550

Output
LUMO energy (alpha / beta): -0.051 / -0.081 Eh
energy: -10559.6921 eV
maximum force: 2.1 eV/A
frontier orbital gap (alpha / beta): 10.554 / 8.000 eV
net charge: 0

The net atomic charges from Mulliken, expressed in e, are:
1 C 0.49
2 O -0.22
3 O -0.11
4 F -0.09
5 F -0.06